{
  "formula": "C2H10N3S",
  "method": "ωB97M-V/def2-TZVPD",
  "species": ["C", "C", "N", "N", "N", "S", "H", "H", "H", "H", "H", "H", "H", "H", "H", "H"],
  "coordinates": [[1.9853, 1.5006, -0.5223], [0.8276, -0.9946, -0.4689], [0.6019, -2.2956, -0.3780], [-1.4299, -0.0719, 0.1924], [-2.2714, 0.6831, 1.1137], [2.0992, -0.1560, 0.2593], [2.2044, 2.2507, 0.2629], [1.0842, 1.5682, -1.0501], [2.6660, 1.7302, -1.3230], [0.1501, -0.3321, -1.1868], [1.3810, -2.8148, -0.0417], [0.0293, -2.7057, -1.0432], [-1.7976, -0.9646, -0.0240], [-3.3515, 0.9624, 0.8708], [-2.3461, 0.0946, 1.9664], [-1.8325, 1.5456, 1.3724]],
  "forces_ev_per_angstrom": [[1.12, 0.14, 0.91], [-1.73, 1.91, -2.11], [1.83, 2.33, 0.90], [1.28, 2.54, -0.36], [-3.16, -2.08, 0.12], [0.32, 0.03, -0.27], [-0.75, -0.46, -0.39], [-1.93, 0.39, 0.09], [1.08, -0.76, -0.10], [1.29, -1.73, 1.67], [0.21, -0.92, 0.52], [-1.37, -0.96, -1.23], [-1.49, -0.90, 0.43], [2.95, -0.83, 0.14], [-0.18, 0.86, -0.23], [0.55, 0.43, -0.09]],
  "total_charge": 1,
  "homo_energy_ha": -0.4257,
  "gap_ev": 7.87
}

---

{
  "formula": "C51H60FN10O3Ti",
  "method": "ωB97M-V/def2-TZVPD",
  "species": ["Ti", "C", "C", "C", "C", "C", "C", "C", "N", "C", "N", "C", "C", "C", "C", "C", "C", "C", "N", "C", "C", "C", "C", "C", "C", "C", "H", "H", "H", "H", "H", "H", "H", "H", "H", "H", "H", "H", "H", "H", "H", "H", "H", "H", "H", "H", "H", "H", "N", "C", "C", "C", "C", "N", "H", "H", "H", "H", "H", "H", "H", "H", "H", "H", "H", "H", "C", "C", "C", "C", "C", "C", "C", "F", "C", "C", "C", "O", "C", "C", "N", "C", "C", "O", "O", "H", "H", "H", "H", "H", "H", "H", "H", "H", "H", "H", "C", "C", "C", "C", "C", "C", "H", "H", "H", "H", "H", "C", "C", "C", "C", "N", "C", "N", "N", "N", "H", "H", "H", "H", "H", "H", "H", "H", "H", "H"],
  "coordinates": [[-0.5378, 0.3613, -0.6328], [4.2519, 2.3260, -0.8867], [5.2213, 2.0542, 0.2320], [6.5791, 1.8706, -0.0359], [7.5048, 1.6780, 0.9728], [7.0874, 1.6881, 2.2955], [5.7383, 1.8466, 2.5867], [4.8051, 2.0066, 1.5709], [3.4379, 2.1635, 1.9032], [2.4054, 1.2659, 1.5778], [2.8259, 0.1687, 0.9082], [2.1280, -1.0217, 0.5023], [0.7465, -1.0554, 0.3271], [0.2264, -2.3277, 0.0091], [1.0224, -3.4477, -0.1698], [2.4009, -3.3343, -0.0648], [2.9749, -2.1213, 0.2821], [4.4781, -2.0088, 0.3929], [1.1916, 1.4584, 1.9487], [0.8496, 2.6210, 2.6659], [0.9286, 3.8930, 2.0905], [0.5216, 5.0158, 2.7917], [0.0256, 4.8876, 4.0866], [-0.0384, 3.6299, 4.6653], [0.3749, 2.4878, 3.9775], [0.3530, 1.1387, 4.6581], [4.7735, 2.7550, -1.7430], [3.4685, 3.0148, -0.5670], [3.7477, 1.4162, -1.2218], [6.9135, 1.9001, -1.0689], [8.5511, 1.5298, 0.7286], [7.8044, 1.5609, 3.0981], [5.3908, 1.8422, 3.6140], [3.2292, 2.7312, 2.7057], [3.8237, 0.0708, 0.9149], [-0.8450, -2.4465, -0.0959], [0.5738, -4.4049, -0.4202], [3.0396, -4.1908, -0.2565], [4.9431, -2.9581, 0.1258], [4.8076, -1.7584, 1.4104], [4.8876, -1.2474, -0.2838], [1.2983, 3.9814, 1.0753], [0.5841, 5.9903, 2.3214], [-0.3165, 5.7580, 4.6342], [-0.4081, 3.5226, 5.6819], [1.1780, 1.0534, 5.3725], [0.4601, 0.3310, 3.9341], [-0.5754, 0.9951, 5.2169], [-3.7737, 1.9934, -1.4952], [-4.7065, 2.0952, -0.3720], [-4.5868, 0.8721, 0.5496], [-3.9955, 1.1681, 1.9279], [-2.5551, 1.6445, 1.9924], [-1.6237, 0.7199, 1.3339], [-3.8423, 2.7900, -2.1130], [-3.9513, 1.1538, -2.0379], [-5.7507, 2.1970, -0.6867], [-4.4622, 3.0050, 0.1879], [-3.9744, 0.1181, 0.0449], [-5.5820, 0.4400, 0.6978], [-4.0596, 0.2576, 2.5395], [-4.6101, 1.9219, 2.4331], [-2.3103, 1.7469, 3.0555], [-2.4504, 2.6381, 1.5557], [-1.8634, -0.2353, 1.5696], [-0.6845, 0.8879, 1.6999], [-1.0441, -4.6897, -6.1417], [-1.3344, -3.2346, -6.5072], [-0.6553, -2.8097, -7.8034], [0.8598, -2.9074, -7.6632], [1.3306, -2.2463, -6.3890], [2.6982, -1.8751, -6.2532], [3.0977, -1.2402, -5.1070], [4.4068, -0.9034, -4.9773], [2.2368, -0.9136, -4.0821], [0.8726, -1.2583, -4.2059], [-0.0550, -0.8999, -3.2028], [0.3406, -0.1788, -2.1904], [-1.4192, -1.3080, -3.3552], [-1.7923, -2.0141, -4.4442], [-0.9077, -2.3467, -5.4336], [0.4477, -1.9625, -5.3640], [-2.4891, -0.9737, -2.3555], [-3.6690, -1.1407, -2.6164], [-2.0872, -0.4896, -1.2095], [-1.2745, -5.3548, -6.9806], [-1.6457, -4.9885, -5.2801], [0.0090, -4.8132, -5.8748], [-2.4110, -3.1068, -6.6127], [-0.9337, -1.7738, -8.0137], [-1.0184, -3.4286, -8.6275], [1.3401, -2.4203, -8.5158], [1.1728, -3.9581, -7.6928], [3.4114, -2.0834, -7.0433], [2.5799, -0.4064, -3.1902], [-2.8176, -2.3403, -4.5643], [0.4222, 5.0713, -2.0828], [-0.6708, 4.8214, -1.2584], [-0.9172, 3.5278, -0.8014], [-0.1170, 2.4188, -1.1276], [0.9705, 2.7233, -1.9703], [1.2474, 4.0073, -2.4366], [0.6234, 6.0726, -2.4477], [-1.3263, 5.6369, -0.9623], [-1.7904, 3.3844, -0.1715], [1.6352, 1.9241, -2.2796], [2.0982, 4.1752, -3.0924], [-3.9946, -1.1414, 5.5749], [-4.3254, -2.5775, 5.9808], [-3.2010, -3.1838, 6.8236], [-4.6641, -3.4278, 4.7486], [-3.7235, -3.2820, 3.6347], [-3.8178, -2.4525, 2.6097], [-2.6645, -2.3701, 2.0087], [-1.8362, -3.1877, 2.7229], [-2.4640, -3.7171, 3.7015], [-3.8914, -0.5140, 6.4627], [-4.7735, -0.7019, 4.9427], [-3.0464, -1.0954, 5.0283], [-5.2383, -2.5722, 6.5809], [-2.3160, -3.3716, 6.2178], [-3.5105, -4.1338, 7.2706], [-2.9236, -2.5025, 7.6314], [-5.6320, -3.1246, 4.3546], [-4.7183, -4.4800, 5.0165], [-4.7342, -1.9665, 2.3028]],
  "forces_ev_per_angstrom": [[0.00, 1.31, 2.02], [0.06, -0.02, 0.07], [0.07, 0.02, -0.15], [-0.19, 0.01, -0.16], [0.12, -0.02, 0.12], [-0.12, 0.02, 0.09], [0.28, -0.05, 0.13], [-0.22, -0.01, -0.17], [-0.16, -0.17, -0.17], [0.22, 0.00, 0.15], [-0.11, -0.10, -0.27], [0.15, 0.16, 0.35], [0.23, -0.36, 0.01], [0.25, -0.02, 0.31], [-0.09, -0.05, -0.04], [-0.01, 0.02, -0.03], [0.09, -0.05, 0.06], [-0.01, 0.01, 0.03], [-0.08, 0.25, 0.07], [0.25, -0.11, -0.04], [-0.05, 0.08, -0.09], [-0.03, -0.02, 0.07], [0.00, -0.02, -0.11], [0.03, -0.09, -0.04], [-0.03, -0.02, 0.25], [-0.05, 0.05, -0.05], [-0.02, -0.01, 0.02], [0.02, -0.03, -0.03], [0.03, 0.02, 0.04], [-0.06, -0.01, 0.06], [-0.06, 0.04, 0.02], [-0.04, 0.00, -0.02], [0.03, -0.05, -0.01], [-0.02, 0.12, 0.08], [0.14, -0.01, -0.10], [-0.08, 0.01, -0.09], [0.02, 0.06, 0.02], [0.00, 0.03, 0.03], [0.00, 0.03, 0.00], [-0.04, 0.00, -0.08], [-0.02, -0.06, 0.05], [-0.07, -0.01, -0.01], [-0.02, -0.03, 0.00], [0.04, -0.01, -0.01], [0.00, 0.00, -0.06], [-0.02, 0.00, -0.03], [-0.04, 0.04, 0.02], [0.01, 0.03, -0.01], [-0.16, 0.02, 0.18], [0.22, -0.07, -0.13], [0.16, -0.03, -0.01], [-0.18, -0.09, 0.06], [-0.04, -0.01, -0.16], [0.04, 0.36, 0.28], [0.00, 0.08, -0.02], [0.00, -0.03, 0.08], [-0.14, 0.05, -0.05], [0.01, 0.02, -0.01], [-0.08, 0.05, 0.01], [0.03, -0.04, 0.00], [-0.04, 0.08, -0.01], [-0.04, -0.02, 0.04], [0.09, 0.08, 0.03], [0.01, -0.01, -0.07], [-0.01, -0.27, 0.11], [0.09, -0.22, 0.21], [0.03, -0.06, 0.02], [0.13, -0.07, 0.04], [0.08, 0.03, 0.01], [0.03, 0.04, 0.08], [0.07, -0.01, -0.09], [-0.16, -0.19, -0.29], [-0.17, 0.05, 0.16], [0.17, 0.04, 0.00], [0.08, 0.09, 0.04], [-0.01, -0.01, 0.18], [0.14, 0.07, 0.00], [0.69, -0.67, -2.01], [-0.21, 0.23, 0.48], [0.10, -0.19, -0.32], [0.00, 0.06, -0.04], [-0.17, -0.13, -0.15], [0.50, 0.11, 0.03], [-0.41, -0.09, -0.05], [-1.22, -0.88, -0.93], [0.01, 0.04, 0.07], [0.05, 0.01, -0.05], [-0.09, 0.00, -0.03], [-0.10, 0.05, 0.00], [-0.02, -0.01, -0.01], [0.02, 0.00, 0.01], [0.01, -0.02, -0.02], [0.01, 0.01, -0.01], [-0.06, 0.01, 0.06], [-0.01, -0.03, -0.05], [0.05, 0.03, -0.05], [0.00, -0.16, 0.05], [0.11, -0.05, 0.00], [-0.03, 0.06, 0.05], [0.15, 0.78, -0.06], [0.02, 0.06, 0.13], [-0.10, 0.07, 0.05], [0.00, -0.01, 0.00], [0.02, -0.04, -0.03], [0.04, -0.02, -0.07], [-0.04, -0.06, -0.07], [-0.03, -0.01, 0.05], [-0.01, 0.04, 0.04], [0.31, 0.11, -0.17], [-0.11, -0.05, 0.00], [0.08, -0.16, -0.13], [-0.58, -0.11, 1.25], [-0.42, 0.51, -0.82], [0.47, -0.31, 0.07], [-0.08, 0.32, -0.28], [0.29, -0.26, 0.12], [0.00, -0.02, -0.05], [0.07, -0.04, 0.04], [-0.09, 0.00, 0.03], [-0.07, 0.02, 0.03], [0.04, 0.03, -0.03], [0.03, 0.07, -0.05], [-0.04, -0.05, -0.02], [-0.07, -0.02, -0.05], [0.02, -0.11, -0.04], [0.17, 0.01, 0.07]],
  "total_charge": -1,
  "homo_energy_ha": [-0.0638, -0.1779],
  "gap_ev": [3.82, 6.93],
  "s2": 2.03,
  "spin_multiplicity": 3
}

---

{
  "formula": "C2H5N3S3",
  "method": "ωB97M-V/def2-TZVPD",
  "species": ["C", "C", "H", "H", "H", "H", "H", "N", "N", "N", "S", "S", "S"],
  "coordinates": [[0.3018, -0.9379, -0.3456], [-0.3675, 0.3916, -0.2393], [2.1361, -1.6271, 0.1712], [1.8849, -0.1458, 0.5854], [-2.1822, 1.0789, 0.5284], [-2.6536, -1.6012, 1.2658], [1.6499, 3.1978, -1.3416], [1.3569, -1.1536, 0.5948], [-1.6761, 0.2329, 0.3080], [0.0655, 1.6386, -0.4480], [-0.3216, -2.0617, -1.3433], [-1.6142, -0.7281, 1.8059], [1.4199, 1.7156, -1.5419]],
  "forces_ev_per_angstrom": [[0.83, -1.17, 0.02], [-0.82, 3.37, 1.00], [-0.13, -1.43, -0.28], [-1.79, -2.46, 0.86], [0.36, 0.45, -0.42], [1.70, 1.08, 1.30], [-0.43, -2.98, -0.34], [1.35, 4.83, -1.73], [1.47, -0.35, 1.07], [-0.62, -3.44, -0.67], [0.45, 0.28, 0.16], [-2.51, -1.07, -1.96], [0.15, 2.91, 1.00]],
  "smiles": "NC(=S)/C(=N\\S)NS",
  "homo_energy_ha": -0.3185,
  "gap_ev": 8.12
}

---

{
  "formula": "C12H17F5N2PPbS2",
  "method": "ωB97M-V/def2-TZVPD",
  "species": ["Pb", "F", "C", "C", "F", "C", "F", "C", "S", "C", "F", "C", "F", "C", "P", "C", "C", "H", "H", "H", "H", "H", "H", "H", "H", "H", "C", "N", "C", "S", "N", "C", "H", "H", "H", "H", "H", "H", "H", "H"],
  "coordinates": [[-0.4280, -7.8522, 14.0623], [0.9900, -3.6000, 19.6105], [0.4645, -4.5280, 18.8098], [-0.8795, -4.8984, 18.9749], [-1.6298, -4.1460, 19.7685], [-1.4439, -5.8647, 18.1005], [-2.6984, -6.2366, 18.2302], [-0.6443, -6.6417, 17.2494], [-1.3942, -7.9805, 16.5101], [0.6693, -6.1559, 17.1032], [1.4913, -6.7336, 16.2193], [1.2639, -5.1824, 17.8893], [2.5964, -4.8398, 17.8008], [-4.3187, -8.4943, 13.7792], [-3.2014, -7.2306, 13.4811], [-3.6830, -6.6383, 11.8420], [-3.8112, -5.9291, 14.5379], [-5.3151, -8.1191, 13.5277], [-4.3605, -8.7595, 14.8563], [-4.1325, -9.4814, 13.2480], [-4.8136, -6.5696, 11.9326], [-3.4007, -7.3186, 10.9835], [-3.2802, -5.6661, 11.7043], [-3.7347, -6.3332, 15.5376], [-4.8798, -5.5984, 14.3532], [-3.1962, -5.0371, 14.4014], [-1.1870, -4.7608, 10.0466], [-0.8627, -5.3855, 11.3087], [-0.1030, -4.7152, 12.3050], [-0.2877, -5.0384, 13.9992], [0.7790, -3.8747, 11.7328], [1.8415, -3.2314, 12.4195], [-2.1707, -5.0647, 9.6131], [-0.4331, -5.1113, 9.3531], [-1.1943, -3.7412, 10.1823], [-1.5265, -6.0379, 11.6509], [0.7783, -3.9356, 10.7378], [1.4765, -2.2671, 12.6787], [2.7758, -3.2169, 11.8367], [2.0031, -3.8194, 13.3227]],
  "forces_ev_per_angstrom": [[-0.37, 0.33, 0.27], [-0.23, -0.17, -0.33], [-0.27, -0.27, 0.69], [0.09, 0.17, -1.72], [-0.21, -0.33, 0.23], [1.64, 0.11, 1.32], [-0.93, 0.33, 0.34], [0.83, 2.58, 0.65], [0.01, -1.16, -1.38], [0.36, -0.56, 0.24], [0.12, -0.63, -0.59], [0.62, 0.64, 0.24], [-1.94, -0.66, -0.21], [-1.73, -3.33, 0.66], [1.92, 1.04, -0.54], [-1.61, -1.43, -0.60], [-1.05, 1.01, -0.15], [-0.06, -0.27, -0.07], [0.20, 0.25, -0.49], [-0.17, 1.35, 0.39], [1.26, 0.05, -0.57], [-0.35, 0.71, 0.99], [0.03, 0.95, -0.29], [0.09, 0.28, 0.49], [1.07, -0.72, 0.01], [0.09, -0.11, 0.32], [-0.16, -2.56, -0.91], [0.67, 0.90, 2.57], [-0.46, -1.07, -2.51], [0.33, 0.14, -0.87], [-1.51, -1.72, 0.65], [0.76, -0.31, 0.65], [0.71, 0.01, 0.76], [0.11, 0.47, -0.69], [0.01, 2.46, -0.11], [-0.24, -0.27, 0.45], [0.27, 0.28, -0.51], [0.41, 1.09, 0.37], [-0.58, 0.13, 0.09], [0.27, 0.29, 0.14]],
  "total_charge": 1,
  "homo_energy_ha": -0.4051,
  "gap_ev": 7.38
}

---

Energy relative to the best compared isomer or geometry (same formula, charge and spin) for the records above, in order: 454.03; 113.41; 268.88; 59.86 kJ/mol
E for the records above, in order: -644.27848; -3702.14927; -1437.94123; -2406.63861 Eh